A cluster of 4 separate species, C16H26O10 in total. Source: OMol25; level of theory: wB97M-V/def2-TZVPD.

XYZ file:
```
52
Properties=species:S:1:pos:R:3:forces:R:3:mulliken_charge:R:1
H 1.02565 -18.36206 5.09769 -0.4 -0.3 0.1 0.153
H -2.39809 -23.63839 5.84792 0.2 -0.8 1.0 0.283
H 5.12723 -19.68314 9.12290 0.2 0.2 0.0 0.373
H -2.02254 -29.65724 4.46599 -0.2 0.1 0.3 0.425
H -3.13653 -30.87050 3.87209 -0.1 -0.1 0.0 0.386
H -2.24042 -26.50502 6.47563 0.0 0.0 0.3 0.294
H 1.93600 -17.53504 8.52455 -0.6 0.2 -0.2 0.390
C -1.13014 -20.00324 4.41446 -0.7 0.6 1.0 -1.381
C 0.18749 -19.95749 3.72182 -1.8 0.8 -0.2 0.622
O 0.72482 -21.25128 3.88546 0.5 0.5 -0.9 -0.258
C 1.20422 -18.97014 4.21086 2.0 0.2 0.1 -0.400
H 4.66183 -18.92786 7.57751 0.4 0.1 0.1 0.334
H -1.56090 -19.00303 4.46055 -0.3 0.0 -0.3 0.404
C -1.34885 -32.43080 5.16024 -1.7 3.4 0.4 -0.464
C 3.08228 -19.24857 8.86123 1.2 1.0 -0.7 0.349
H -0.13340 -30.93827 4.24163 0.4 -0.2 -1.0 0.357
O 2.36679 -19.79770 4.42694 -0.7 -1.2 0.1 -0.362
H -0.19620 -23.92310 6.44930 0.6 -0.4 0.3 0.163
C 2.13297 -18.44998 7.96581 2.6 2.7 3.1 -0.454
H -3.36916 -25.50205 4.48091 0.1 0.1 0.1 0.410
H -1.83327 -20.74260 4.03100 0.1 0.3 -0.5 0.288
H -1.83542 -23.21389 4.44108 0.9 -0.4 -0.9 0.129
O 1.08763 -19.28616 8.02257 -3.8 -1.5 -1.1 -0.274
H 4.68491 -17.93632 9.07887 0.4 0.0 -0.1 0.376
C -1.66059 -26.41140 5.55741 0.8 -0.1 0.4 -0.189
C 1.98434 -21.11983 4.26111 3.1 -2.0 2.0 0.653
H -1.37742 -27.38836 5.16566 -1.1 -0.3 -0.3 0.021
C -1.14922 -33.67878 3.34075 -0.8 -1.9 -3.5 0.615
H 0.10807 -19.57448 2.70442 -0.6 -1.4 -0.6 0.184
O 2.86225 -20.51897 8.33368 -1.2 -1.6 0.4 -0.298
H -2.38164 -32.15670 5.37543 -0.5 -0.9 0.4 0.279
O -0.31990 -25.94319 5.82695 -0.8 2.4 -0.8 -0.433
O 0.95832 -21.56408 7.69146 0.7 2.8 1.5 -0.582
H -1.01360 -20.28673 5.46048 0.4 -0.1 0.1 0.294
C -1.06385 -31.44983 3.99528 0.0 -0.6 -0.7 0.391
C -2.28827 -25.39942 4.57713 0.5 -1.5 0.1 -0.658
C -0.34828 -24.49736 5.53541 0.1 1.1 1.5 -0.127
H -2.26488 -29.83217 2.79615 0.9 -0.7 -0.4 0.347
C -1.73708 -24.07651 5.10011 -1.2 -0.3 -0.8 -0.326
H -0.84499 -32.16827 6.09045 0.7 -0.8 -0.3 0.372
C 1.53665 -20.55143 8.07129 0.0 -3.5 -2.8 0.661
H 2.54748 -18.11285 7.01574 -0.2 -0.8 -0.5 0.254
O -1.21423 -33.69190 4.64722 0.3 -1.6 1.6 -0.317
C -2.15588 -30.42529 3.70413 -0.5 0.2 1.3 -1.456
O -1.29095 -34.66851 2.61375 0.8 2.9 2.1 -0.572
H -1.79703 -25.78242 3.68265 -0.3 1.0 -0.7 0.241
C 4.50047 -18.92366 8.65550 0.7 0.3 0.0 -1.493
H 1.50897 -18.33960 3.37561 -0.3 0.5 0.3 0.357
H 2.81736 -19.25481 9.91853 -0.4 0.3 0.0 0.355
H 0.39897 -24.11547 4.83980 0.2 -0.9 -0.2 0.194
O -1.00743 -32.40646 2.89772 0.6 0.2 -0.1 -0.360
O 2.70748 -22.06272 4.54941 -1.4 2.2 -1.0 -0.555
```
Forces are in eV/Å.

Computed properties:
* energy relative to the best compared isomer or geometry (same formula, charge and spin): 3.9492 eV
* structure (SMILES): C[C@H]1COC(=O)O1.C[C@H]1COC(=O)O1.C[C@H]1COC(=O)O1.C1CCOC1


An isolated molecule of C16H26O5. Source: OMol25; level of theory: wB97M-V/def2-TZVPD.

XYZ file:
```
47
Properties=species:S:1:pos:R:3:forces:R:3:mulliken_charge:R:1
H -0.21117 2.04088 0.18795 -0.2 0.0 0.0 0.459
C -0.18945 0.12907 1.64878 -0.4 -0.4 0.4 0.446
H -0.08870 -2.00443 1.38632 -0.1 0.0 0.0 0.265
H -2.22398 -0.00395 3.40398 0.0 0.0 0.2 0.379
H -1.75380 -0.26215 -5.18079 -0.1 0.0 0.0 0.350
H -3.04038 0.16932 -1.34742 0.1 0.0 0.0 0.300
H 0.33853 -0.10493 -0.19627 0.0 0.1 0.0 0.352
H -3.53322 0.62175 2.40443 -0.1 0.0 0.0 0.466
C 0.69283 2.06114 -5.33865 0.0 0.0 -0.1 -0.408
H 0.07338 0.87700 2.40607 -0.1 0.0 0.0 0.376
C 1.24114 1.88747 -4.07904 0.1 0.0 0.1 -0.728
H 3.56229 -3.91323 1.83964 0.1 0.0 0.0 0.273
H -2.97962 1.71997 0.35567 0.1 -0.1 0.0 0.562
O 0.66348 0.41442 0.56100 0.4 -0.1 -0.5 -0.707
C -1.98426 1.28985 0.18865 -0.2 -0.6 -0.4 -0.136
H 2.07753 2.49341 -3.76401 0.1 0.1 0.0 0.404
O -1.06549 -0.39850 -1.33867 0.2 0.0 0.1 -0.133
H 2.29711 0.49199 4.16663 0.0 0.0 0.0 0.314
C -0.92775 -0.87339 -2.66257 0.1 -0.3 -0.2 -1.001
H 1.94991 -0.39427 5.67721 0.0 0.1 0.0 0.279
H 3.60814 -2.99659 3.37026 0.0 0.0 -0.1 0.298
O -1.11957 2.39062 0.19850 0.4 0.4 0.1 -0.667
C -2.04529 0.61526 -1.20145 -0.4 0.4 0.2 -0.899
C -1.69782 0.26511 1.31683 0.0 0.4 0.0 0.286
H -2.06055 -0.70679 0.96966 0.0 0.0 0.0 0.261
H 2.18478 -0.64486 2.20034 -0.1 -0.2 0.1 0.322
C 3.36663 -2.95024 2.30578 0.1 0.0 0.1 -0.770
H -2.19776 1.67963 2.86564 0.0 0.1 0.1 0.409
C 1.56312 -1.46899 2.61432 -0.1 0.3 -0.2 0.289
H -0.54714 -1.52122 3.02371 -0.1 0.0 0.0 0.485
H 1.10056 2.80246 -6.00969 0.0 0.1 0.0 0.380
C -2.46083 0.66378 2.57947 0.1 -0.1 -0.2 -1.789
C -0.38139 1.28315 -5.73477 0.0 0.0 -0.1 -0.576
H -0.81394 1.41544 -6.71556 0.0 0.0 -0.1 0.375
H 0.61116 0.14795 4.63646 0.0 0.0 0.0 0.205
C 1.63569 -0.24024 4.64627 0.0 0.0 0.0 -0.647
H -1.89765 1.39191 -1.96282 0.0 -0.1 0.1 0.436
H 1.14911 0.80174 -2.23769 0.1 0.0 0.1 0.374
C 0.72107 0.93629 -3.22029 -0.1 -0.1 0.0 0.181
C -0.90996 0.33888 -4.87192 0.0 -0.1 0.1 -0.514
C -0.36057 0.15556 -3.61057 -0.1 0.0 0.1 0.482
C 0.10016 -1.28085 2.18135 0.5 0.2 0.1 -1.153
H 3.97955 -2.17534 1.82917 0.0 0.0 0.0 0.298
H -0.24626 -1.72764 -2.58471 -0.1 0.0 -0.1 0.329
H -1.89836 -1.23399 -3.03299 0.1 0.0 0.0 0.378
O 1.99287 -2.69067 2.10661 -0.2 0.0 0.1 -0.400
O 1.72584 -1.49176 4.01917 0.0 -0.4 -0.1 -0.485
```
Forces are in eV/Å.

Computed properties:
* energy relative to the best compared isomer or geometry (same formula, charge and spin): 1.4376 eV
* structure (SMILES): COC(C[C@@H](O)[C@@H](C)[C@@H](O)COCc1ccccc1)OC


The ion C16H27ClNO2 with charge +1. Source: OMol25; level of theory: wB97M-V/def2-TZVPD.

XYZ file:
```
47
Properties=species:S:1:pos:R:3:forces:R:3:mulliken_charge:R:1
H -0.55443 -1.26156 3.49646 -0.1 0.0 0.1 0.375
C 0.27123 -3.95083 -1.07290 0.3 0.0 -0.1 -0.484
H 1.87851 -1.36734 3.24097 0.1 0.1 -0.1 0.500
C -0.00559 2.60658 -0.76310 -0.1 0.2 0.2 0.271
H 0.48161 -1.70942 -0.05373 0.4 0.0 0.0 -0.607
H 1.17595 -0.42562 1.93416 0.1 0.1 0.0 0.151
C 1.59461 -3.18321 -1.00201 -0.3 -0.6 -0.5 -0.671
O -0.98987 -0.90247 -0.13844 0.0 0.4 0.0 -0.273
H -0.05391 -2.92168 3.21244 0.0 -0.1 0.1 0.432
C -0.67521 3.21395 0.29986 0.0 -0.3 0.0 0.728
H -0.80242 -1.98119 1.91406 -0.1 0.0 0.0 0.057
H -1.96397 2.97590 1.99018 0.0 0.1 0.1 0.474
H -3.03590 -1.15849 -0.39713 0.1 0.0 0.0 0.317
H 0.42334 -4.86233 -1.66357 0.1 0.1 0.2 0.446
H -2.72778 -3.27954 -1.68911 0.0 0.0 0.1 0.428
H 2.04344 -1.25821 -0.37947 -0.1 -0.1 0.0 0.524
Cl -0.56784 4.91915 0.55902 0.0 0.1 0.1 -0.236
H 0.28283 1.03653 -3.01405 0.1 0.0 -0.1 0.525
N 1.48715 -2.05156 -0.04608 -0.4 0.3 -0.1 1.038
C -1.45287 2.47835 1.18252 0.0 0.0 -0.1 -0.984
H 0.89424 4.43343 -1.40541 0.1 0.0 -0.1 0.444
H 1.80186 -2.79363 -1.99979 0.1 0.1 0.1 0.392
H 1.82754 2.98875 -1.80015 0.1 0.0 -0.1 0.324
H 3.95525 -2.79272 0.62434 0.1 0.0 -0.1 0.388
H -2.09765 -0.89456 -1.89095 0.0 0.0 0.1 0.390
C 1.94986 -2.35612 1.34678 0.4 0.2 0.6 0.282
H -1.94894 -3.37598 -0.09198 0.0 0.0 0.0 0.310
C -2.09352 -1.37793 -0.90902 -0.1 -0.6 -0.2 -0.640
C -0.90407 0.49487 -0.02850 0.0 0.1 0.0 -0.288
H 3.84054 -2.53904 2.35486 0.0 0.0 0.1 0.466
C 0.82222 3.39901 -1.72275 0.0 0.1 0.0 -1.679
H -2.16665 0.52502 1.69496 -0.1 -0.1 0.1 0.558
C -0.12967 1.22207 -0.93106 -0.1 -0.3 0.2 1.361
H 1.67374 -3.39249 1.56144 -0.1 0.0 -0.2 0.274
O -0.67831 -3.13482 -1.71705 0.1 0.2 0.0 -0.383
C 3.46357 -2.20230 1.39390 -0.2 -0.2 -0.1 -1.582
C -0.12483 -1.93501 2.76117 0.1 0.1 0.0 -1.048
C -1.56890 1.11416 1.01782 0.1 -0.2 -0.1 -0.621
C 0.55952 0.54667 -2.08232 -0.1 0.1 0.0 -1.971
C -1.91415 -2.88705 -1.07142 -0.2 0.4 0.1 -0.570
H 0.37500 3.37638 -2.71586 0.0 0.0 -0.1 0.352
C 1.25420 -1.43257 2.35004 -0.2 -0.3 0.0 -0.446
H 2.40688 -3.84661 -0.70586 0.0 0.1 0.1 0.427
H 3.74646 -1.15863 1.27161 0.0 0.1 0.0 0.397
H 0.28202 -0.50109 -2.16151 0.0 -0.1 0.0 0.172
H -0.06282 -4.24236 -0.07030 0.0 0.0 0.0 0.275
H 1.64326 0.63175 -1.99052 0.1 0.0 -0.1 0.407
```
Forces are in eV/Å.

Computed properties:
* net charge: +1
* energy relative to the best compared isomer or geometry (same formula, charge and spin): 0.1671 eV
* structure (SMILES): CC[C@H](C)[NH2+]CCOCCOc1ccc(Cl)c(C)c1C


A cluster of 2 separate species, C16H27F3NO2 in total. Source: OMol25; level of theory: wB97M-V/def2-TZVPD.

XYZ file:
```
49
Properties=species:S:1:pos:R:3:forces:R:3:mulliken_charge:R:1
F 1.13422 0.28981 -0.13102 -0.5 -0.2 -0.1 -0.266
C -4.77048 -2.16896 -1.13023 -0.3 0.1 -0.2 -0.430
C 4.74105 2.12556 1.04218 0.7 0.1 -0.7 -1.055
H 3.12621 1.58934 -0.33211 -0.1 -0.1 0.4 0.267
H -6.30534 -1.90965 -2.62339 0.0 0.0 0.1 0.358
H -3.45640 -0.69823 -3.00031 0.0 0.0 0.1 0.181
C 3.23378 1.91589 0.71138 0.7 0.4 0.9 -0.610
H -4.04365 -2.39641 -1.91104 0.1 0.0 0.1 0.241
H -3.15374 0.03147 1.92600 0.1 0.0 0.0 0.391
H -4.94224 0.81502 -0.33890 0.1 -0.1 0.0 0.366
C 7.02739 0.88537 1.62050 -3.5 -2.8 -0.1 0.455
F 2.79772 0.74288 2.90803 0.3 0.6 0.2 -0.334
H -3.48972 -2.30473 0.55915 0.1 0.1 0.1 0.355
C -3.87878 0.92719 -0.53400 0.0 0.1 -0.1 -0.549
H 4.54807 -0.62146 -0.08959 0.4 0.0 0.2 0.340
H -4.42147 1.42194 -2.59172 0.0 0.0 0.0 0.366
H -6.79818 -1.41171 -1.00692 0.0 0.1 0.0 0.362
F 0.70953 -0.49525 1.90250 -0.3 -0.4 -0.4 -0.249
C 1.49333 0.25695 1.14520 -0.1 -0.2 0.4 0.610
H 5.72817 -1.53443 2.11368 0.1 -0.7 -0.7 0.279
C -2.77668 -0.00370 -2.50809 -0.1 -0.2 -0.3 -0.392
C 2.50510 0.93722 1.62049 0.3 0.5 -1.2 0.236
O 7.75578 1.78625 1.65436 1.9 1.8 0.3 -0.495
C 5.48776 0.83878 1.41965 -0.5 0.0 -0.3 0.136
H -4.84295 -1.20233 0.81139 0.1 0.1 0.0 0.464
H -1.24181 -0.07399 -1.00411 -0.1 -0.1 0.1 0.301
C -2.15479 -0.61028 -1.26476 -0.2 0.0 -0.2 -0.600
H 5.21765 2.50681 0.11530 -0.3 0.0 0.4 0.306
H 4.87629 2.93764 1.77716 -0.1 -0.6 -0.1 0.373
H -1.93837 -1.67488 -1.33432 0.0 0.0 0.1 0.291
H 5.06162 0.41033 2.34713 0.2 0.3 -0.3 0.315
O 7.36656 -0.45584 1.70914 1.3 0.1 -0.5 -0.372
C -4.10270 -1.53711 0.08317 0.1 -0.4 -0.2 -0.694
H 2.74572 2.90480 0.79706 0.1 -0.4 -0.1 0.415
C 5.50236 -0.30628 0.34849 1.2 0.5 1.1 -0.621
C -2.42186 -0.14782 1.14077 -0.2 -0.2 -0.2 -1.328
H -5.74005 -0.38391 -1.97550 0.0 0.0 -0.1 0.225
H -2.02209 0.26338 -3.24701 0.0 0.0 0.1 0.496
H -1.83574 -1.03911 1.35404 0.0 0.1 0.1 0.524
H 6.26926 0.08111 -0.35443 -1.0 -0.5 -0.6 0.334
H 6.66888 -2.20864 0.66576 0.4 0.5 0.4 0.345
H -1.76629 0.71260 1.02893 0.0 0.0 0.0 0.472
H -3.50242 1.72628 0.10154 0.0 -0.2 0.1 0.369
H -2.90565 2.10649 -2.05611 0.0 0.0 0.0 0.361
C 6.31876 -1.31675 1.20050 -1.3 1.3 0.5 -0.391
C -5.96544 -1.41623 -1.71268 0.0 0.0 0.0 -1.200
H -5.14245 -3.14440 -0.80638 0.2 0.0 0.1 0.460
N -3.16252 -0.36744 -0.15515 0.3 0.4 0.5 0.361
C -3.53336 1.21639 -1.99574 -0.1 0.3 -0.1 -0.768
```
Forces are in eV/Å.

Computed properties:
* net charge: +1
* energy relative to the best compared isomer or geometry (same formula, charge and spin): 0.9469 eV


A cluster of 3 separate species, C16H27F5I2O3PS in total. Source: OMol25; level of theory: wB97M-V/def2-TZVPD.

XYZ file:
```
55
Properties=species:S:1:pos:R:3:forces:R:3:mulliken_charge:R:1
H 4.32752 2.62190 3.11272 -0.1 0.1 0.0 0.270
O -2.12724 -2.13958 -1.70250 -0.5 -0.6 1.1 -0.361
C 0.56549 1.61947 -4.89639 0.1 0.2 -0.1 -0.401
C -1.70897 1.94229 -5.44029 0.0 0.1 -0.1 -0.545
C -2.88474 -3.37206 0.64742 0.6 0.1 0.1 0.862
C -4.24757 0.11599 0.80520 -0.2 0.7 0.9 0.589
H 2.76326 1.79342 3.24059 0.0 0.0 -0.1 0.199
C -1.70583 -4.39722 0.68914 -1.0 0.6 0.7 0.671
H 1.87416 0.50177 1.46667 0.1 0.0 -0.1 0.224
C 1.54132 0.03678 -0.64323 0.2 -1.3 0.6 -0.428
H 4.67351 -1.02379 4.17799 0.1 0.0 0.0 0.273
H -5.56835 1.60814 1.63662 0.1 -0.1 -0.1 0.406
H 5.49074 0.31374 6.02289 0.0 0.0 0.0 0.333
F -1.12538 -4.54498 -0.46540 0.5 -0.1 -1.3 -0.213
O 0.00482 2.47924 -3.89554 -0.1 -0.2 -0.1 -0.397
F -0.83416 -3.98553 1.58099 1.0 0.7 0.6 -0.228
H 6.16293 -0.37867 3.46136 0.0 0.0 -0.1 0.278
H -0.11444 -1.88605 0.28286 -0.3 -0.1 0.0 0.346
H -0.86563 0.00960 -4.99480 0.0 0.0 0.0 0.108
H -0.83599 -0.84452 1.48710 -0.3 0.0 -0.1 0.655
H -5.25937 1.79902 -0.09389 0.0 -0.2 0.0 0.412
H 1.27006 0.92893 -4.42972 0.0 0.1 0.1 0.232
C -1.41212 2.55671 -4.08151 0.0 -0.1 0.2 -0.070
I -3.38814 -0.08848 2.72902 -0.3 0.2 -0.3 0.176
H 3.20230 -0.38030 0.69554 -0.1 0.1 0.0 0.448
O 4.40894 0.57766 2.91373 0.0 0.1 0.2 -0.325
C -0.60073 0.90650 -5.56223 0.0 -0.2 0.1 -0.366
F -3.91688 -3.89184 -0.02012 -0.3 -0.1 -0.8 -0.275
H -6.31273 0.48702 0.51717 0.1 0.1 -0.2 0.391
H -1.73183 3.59685 -4.00962 0.1 0.0 0.0 0.298
H 2.03292 0.91085 -1.06858 -0.5 0.1 -0.1 0.475
H -2.71257 1.52296 -5.50672 0.0 0.0 0.0 0.315
S -0.27154 0.29798 -0.64295 -0.3 0.6 0.0 -0.059
H 4.06459 2.57638 5.51965 0.0 0.0 0.0 0.349
C 2.11641 -0.27943 0.74263 -0.2 0.2 0.0 -1.047
H 6.18040 1.51399 4.92479 0.0 0.0 0.0 0.262
H -1.89218 1.98731 -3.27511 -0.1 0.0 0.0 -0.059
C -5.40339 1.06892 0.70361 -0.1 0.0 0.7 -1.460
H 1.74403 -1.22787 1.14358 0.0 0.1 -0.1 0.248
C 5.33750 0.83667 5.08020 0.2 0.1 0.0 -0.560
P -2.41063 -1.73530 -0.18329 0.5 1.2 -0.6 -0.018
C 3.81933 1.73899 3.51311 0.2 0.1 -0.1 -0.295
C -3.76735 -0.55816 -0.22437 0.1 -0.7 -1.0 -0.471
H -0.38693 0.60894 -6.58768 0.0 0.0 0.0 0.349
F -3.27399 -3.20264 1.90344 -0.1 0.3 0.6 -0.223
H 1.74589 -0.82855 -1.28172 0.0 0.3 -0.2 0.334
H 3.22482 1.02250 5.45772 0.0 0.0 0.0 0.274
C 4.03066 1.61283 5.01352 -0.2 -0.1 0.1 -0.595
H 1.11142 2.24252 -5.61137 0.0 -0.1 0.0 0.301
H -1.60187 2.69576 -6.22379 0.0 0.0 0.0 0.264
F -2.19042 -5.52539 1.10741 -0.6 -1.4 0.2 -0.229
H -2.80157 -2.81336 -1.92306 0.3 0.1 -0.7 0.412
I -4.69639 -0.24622 -2.13245 0.4 -0.3 0.5 0.120
C -0.84510 -1.07562 0.42370 0.9 -0.5 -0.3 -0.798
C 5.20104 -0.10609 3.89598 -0.1 -0.2 0.0 -0.450
```
Forces are in eV/Å.

Computed properties:
* net charge: +1


One value per record, in order, for orbital gap: 9.74 10.25 9.39 9.39 7.54 eV.